21
Properties=species:S:1:pos:R:3:forces:R:3 method="wB97M-V/def2-TZVPD" e_lumo_ha=0.012 total_charge=0 largest_force_ev_per_a=3.326 gap_ev=8.54 e_tot_ev=-38935.87227 e_above_lowest_kcal_mol=95.4
Cl 2.576102 -1.945931 -0.063801 0.07 -0.32 0.12
Cl 1.698678 0.045763 -1.978650 -0.26 -0.11 0.40
O 3.378492 0.358470 1.338856 -0.96 -0.36 -0.14
O 2.275522 1.795962 0.121738 0.17 -0.95 0.63
N 2.560900 0.605638 0.453257 1.32 2.58 -0.50
N -1.039481 -0.676569 0.056414 0.23 3.03 0.34
N -0.312736 1.316615 0.844469 -1.12 0.23 -1.66
C -1.213245 1.687465 -0.293862 -0.84 -0.72 0.33
C -1.866671 0.333715 -0.742978 2.64 -0.77 1.87
C 1.894114 -0.366267 -0.276216 -0.66 -0.59 -0.23
C -0.892705 -2.063033 0.012196 0.06 -2.15 2.10
C -0.124143 -0.043179 0.773689 0.05 2.04 0.38
H -0.695619 2.027307 -1.167013 0.73 0.67 -0.18
H 0.391960 2.052805 0.993287 0.20 -1.33 0.18
H -2.790888 0.203608 -0.300596 -2.42 -0.01 0.08
H -1.778174 0.085285 -1.778050 -0.26 0.22 -0.67
H -1.944848 2.459513 0.053910 0.49 -0.80 -0.43
H -1.821053 -2.591780 -0.179182 0.18 -0.09 -0.55
H -0.497230 -2.476627 1.015600 -1.06 0.89 -0.91
H -0.021507 -2.289774 -0.532285 0.48 -0.85 -1.83
H 0.222532 -0.518980 1.649226 0.96 -0.62 0.64

***

17
Properties=species:S:1:pos:R:3:forces:R:3 method="wB97M-V/def2-TZVPD" e_lumo_ha=0.026 smiles="C/C(O)=C/Cl.C=CO" total_charge=0 largest_force_ev_per_a=4.725 gap_ev=9.17 e_tot_ev=-21945.92024 e_above_lowest_kcal_mol=66.6
Cl -1.596820 -0.656569 1.162057 -0.41 -0.52 1.13
O 0.333238 -1.694621 -0.798688 -0.44 0.32 -0.42
O 1.281908 -0.251432 1.868101 3.34 1.57 0.40
C 1.717343 1.840511 0.896043 -1.81 0.18 0.90
C -0.576580 0.637648 0.687195 2.12 0.07 0.92
C 0.725896 0.657471 1.125207 -1.47 3.54 -1.34
C -0.566122 -0.990072 -1.617809 0.27 -0.79 -0.28
C -1.870197 -1.237920 -1.797572 1.59 -0.78 1.43
H -2.405868 -0.711590 -2.552813 -0.50 0.23 -0.12
H 1.187957 2.786886 0.759152 -0.39 -0.13 0.31
H 0.689978 -0.907480 2.013236 -2.93 -3.60 0.89
H 2.107116 1.707329 -0.070035 1.48 -0.42 -1.03
H 2.442642 2.033084 1.727873 -0.54 -0.81 -0.93
H -0.015172 -2.385060 -0.180682 -0.37 1.08 -1.22
H -1.093738 1.291934 0.021683 0.35 0.65 -0.07
H -0.063874 -0.176706 -2.180230 -0.01 -0.89 0.50
H -2.297708 -1.943413 -1.062719 -0.29 0.31 -1.07

***

18
Properties=species:S:1:pos:R:3:forces:R:3 method="wB97M-V/def2-TZVPD" e_lumo_ha=-0.083 total_charge=0 largest_force_ev_per_a=6.448 gap_ev=6.07 e_tot_ev=-32779.43189 e_above_lowest_kcal_mol=79.6
Cl 0.316089 3.404216 -2.042010 -0.47 0.38 0.09
S 2.371331 2.505159 -2.711017 0.93 -1.05 0.23
O 1.974584 1.173389 -3.187361 -0.10 0.52 0.14
O 3.101393 2.417519 -1.440583 -0.44 0.25 -0.54
C 1.839343 -0.224028 -0.022410 -0.75 5.98 -2.29
C -0.521139 0.259300 0.905052 -2.93 -2.56 -0.20
C -0.675436 0.981814 -0.307047 0.86 0.69 1.29
C 0.338315 -0.375112 -0.257548 1.85 -0.33 0.12
C -0.107023 -1.198750 -1.232928 -1.43 -1.49 -2.11
H -1.335309 -0.422502 1.307334 0.74 0.90 -1.01
H -1.198471 -1.574515 -1.411766 1.93 1.23 0.61
H -1.511695 0.941093 -0.923174 -1.44 -0.65 -0.83
H 1.908640 0.498041 0.808064 0.41 -0.30 -0.29
H 0.603289 -1.623945 -2.045520 -0.97 0.87 1.73
H -0.141849 1.902226 -0.519346 0.78 -0.13 -0.14
H 2.267324 -1.072635 0.266822 1.60 -3.74 1.06
H 0.054400 0.549615 1.729007 1.18 0.83 0.53
H 2.474781 0.314747 -0.885744 -1.73 -1.38 1.61

***

17
Properties=species:S:1:pos:R:3:forces:R:3 method="wB97M-V/def2-TZVPD" e_lumo_ha=0.011 total_charge=0 largest_force_ev_per_a=5.313 gap_ev=7.72 e_tot_ev=-27775.68639 e_above_lowest_kcal_mol=55.5
Cl 3.368504 -1.316792 -0.011029 0.15 0.60 0.27
Si 0.034990 -0.115214 -0.777049 1.86 -1.08 2.79
O 0.647270 0.152673 -2.262407 -2.14 -1.30 0.40
C -0.240199 1.293034 0.422637 -1.04 0.62 -1.73
C -0.672991 2.498085 0.022258 0.40 -0.22 0.65
C 2.034243 -0.712493 1.016949 -2.09 -3.96 -2.86
C -1.130335 -1.531144 -0.670428 0.18 -1.66 -0.53
C -2.018258 -1.513145 0.337496 2.21 1.94 -2.46
H -0.595600 3.408476 0.604910 -0.17 -0.15 0.44
H 1.894055 -1.496472 1.790409 -0.32 0.86 -0.54
H -2.574897 -2.330095 0.559318 -1.75 -2.17 0.95
H 0.068804 1.110563 1.423987 0.40 0.11 0.64
H -2.154165 -0.550211 0.752422 -0.53 0.56 1.14
H 2.032219 0.251102 1.310990 0.96 3.00 1.05
H -0.957170 -2.507238 -1.245841 -0.18 1.55 0.83
H 1.390316 0.690568 -2.345388 2.00 1.40 -0.25
H -1.126783 2.668300 -0.929231 0.09 -0.08 -0.79

***

16
Properties=species:S:1:pos:R:3:forces:R:3 method="wB97M-V/def2-TZVPD" e_lumo_ha=-0.252 total_charge=+1 largest_force_ev_per_a=4.010 gap_ev=7.86 e_tot_ev=-27131.74705 e_above_lowest_kcal_mol=30.6
Cl 0.162809 -2.765907 3.317315 0.05 1.22 0.31
P 0.067161 -0.222655 1.199406 -0.55 -0.05 -0.33
C -1.629858 -0.617352 0.750303 2.29 0.44 -3.26
C 0.654836 0.489335 -0.265947 0.91 0.54 -0.63
C -0.788838 1.291591 -2.332150 -0.81 1.89 0.98
C 2.141803 0.888179 -0.229103 1.06 -3.48 -0.35
C -0.101546 0.905999 -1.310847 0.04 -0.57 0.25
H -1.005531 0.610798 -3.143904 0.11 0.10 -0.27
H 2.785360 0.605003 -1.133004 -1.35 0.54 1.04
H 2.652369 0.384003 0.634652 -0.54 0.32 -0.68
H -2.059372 -1.409133 1.241722 -0.68 -2.22 1.00
H -1.268572 2.357816 -2.295384 0.88 -2.08 -0.21
H 2.167290 1.885642 -0.018126 0.45 2.84 0.19
H 0.124738 -3.969223 3.001652 -0.05 -1.29 -0.32
H -2.230458 0.183547 0.964604 -1.56 2.53 0.96
H -1.672191 -0.617643 -0.381188 -0.24 -0.72 1.32

***

17
Properties=species:S:1:pos:R:3:forces:R:3 method="wB97M-V/def2-TZVPD" e_lumo_ha=-0.006 smiles="CC(=S)[C@H](S)[C@H](C)Cl" total_charge=0 largest_force_ev_per_a=4.398 gap_ev=8.52 e_tot_ev=-39520.68081 e_above_lowest_kcal_mol=69.1
Cl 1.897736 0.142860 -1.728127 -1.91 -0.17 0.77
S -2.303561 -0.018869 0.322667 3.16 -3.04 0.33
S -0.446087 3.273931 -0.020263 -0.55 1.75 -0.81
C -0.270945 1.721855 0.111924 1.55 -2.88 1.86
C 0.501625 -1.781342 -0.196425 -2.55 -0.90 -2.43
C 0.166821 -0.489145 -1.159558 0.21 -3.33 -1.72
C -0.863572 0.633544 -0.730829 0.68 -0.98 0.83
C 0.532313 1.164989 1.353213 -2.06 2.57 1.69
H -0.203530 -1.023725 -2.189605 0.67 1.63 2.61
H 1.374587 0.534683 1.158039 0.42 -0.27 -0.43
H -0.229260 0.596175 2.070185 1.71 1.33 -1.45
H 1.038762 -2.571109 -0.742107 0.85 1.02 -0.17
H -1.319793 -1.296380 0.858774 -2.70 3.09 -1.07
H 0.942913 -1.562364 0.729692 0.66 0.34 1.10
H 0.875744 2.194381 1.832278 -0.47 -2.59 -0.45
H -1.305712 1.011817 -1.617948 -0.38 0.45 -0.77
H -0.388040 -2.531300 -0.051912 0.73 1.97 0.10

***

20
Properties=species:S:1:pos:R:3:forces:R:3 method="wB97M-V/def2-TZVPD" e_lumo_ha="-0.027 / -0.029" spin_multiplicity=9 total_charge=0 s_squared=20.024 largest_force_ev_per_a=3.807 gap_ev="4.33 / 5.98" e_tot_ev=-38289.26661 e_above_lowest_kcal_mol=72.6
Eu 5.044661 0.055703 1.397966 2.85 -1.33 -1.96
Mg -0.963265 1.636136 0.175012 -0.65 1.18 0.44
O -2.047053 -0.044157 -0.189461 0.14 -0.60 -0.31
O 6.602563 -0.748479 0.233464 -2.87 1.42 2.06
O 0.490310 0.199319 0.436673 -0.04 -0.52 0.24
O 0.533664 2.782648 -0.214088 1.10 -0.48 -0.03
C -3.465830 -0.223909 -0.213641 -0.34 -0.08 0.01
C 1.665989 2.109097 -0.159983 -0.41 0.29 -0.18
C -1.324382 -1.253877 0.088674 -0.22 -0.34 0.09
C 0.130235 -1.012231 -0.229758 0.16 -0.02 -0.30
C 1.721827 0.785946 0.107938 0.76 0.19 -0.05
H -3.727085 -0.934271 -1.008206 0.06 0.13 0.16
H 2.622025 0.161179 0.156395 -0.62 0.17 -0.13
H 0.284062 -0.886772 -1.312494 -0.01 -0.07 0.23
H 2.602111 2.652345 -0.343542 -0.18 -0.11 -0.01
H -1.468501 -1.512860 1.147815 0.05 0.01 -0.22
H -1.713765 -2.064863 -0.541016 0.08 0.12 0.14
H 0.745890 -1.846905 0.131122 -0.11 0.14 -0.08
H -3.809877 -0.602008 0.758483 0.04 0.12 -0.22
H -3.923577 0.747965 -0.421354 0.19 -0.21 0.11

***

15
Properties=species:S:1:pos:R:3:forces:R:3 method="wB97M-V/def2-TZVPD" e_lumo_ha=0.038 total_charge=0 largest_force_ev_per_a=4.820 gap_ev=10.97 e_tot_ev=-8044.02920 e_above_lowest_kcal_mol=92.6
F -0.155055 1.507729 -0.093326 -0.21 -1.07 -0.18
C -1.653634 -0.422373 -0.570759 -1.03 4.33 0.00
C 0.913281 -0.690363 -0.468753 1.84 0.49 -2.99
C -0.284949 0.126558 -0.065418 -0.89 -3.25 -0.43
C -1.255409 -0.422967 0.897097 -2.53 -0.75 2.62
C 2.199881 -0.166073 0.276480 0.29 3.03 -0.31
H 2.359606 -0.861747 1.221040 -0.04 2.00 -1.82
H -1.745374 0.202428 1.746855 0.74 -0.65 -2.03
H -1.951167 -1.389632 -1.091161 0.89 1.71 0.56
H -2.153238 0.648784 -0.809655 0.29 -3.10 -0.06
H -1.360023 -1.500944 1.238751 1.51 1.34 -0.22
H 3.330251 0.048685 -0.394772 -3.83 -0.98 2.11
H 1.656424 1.082108 0.517126 2.90 -3.85 0.02
H 0.837848 -1.796652 -0.324401 -0.63 1.03 0.05
H 0.906145 -0.551289 -1.675725 0.69 -0.28 2.68